# 1
A single C5H6O2 molecule. Source: the Open Molecules 2025 dataset; level of theory: the ωB97M-V functional and the def2-TZVPD basis.

**Relative energy (zero: lowest compared OMol25 entry of this formula, charge and spin)**: 2.389 eV
**LUMO**: -0.12 eV
**SMILES string**: C#CC(=O)[C@@H](C)O

Geometry as ORCA input:
```
! wB97M-V def2-TZVPD RIJCOSX def2/J DEFGRID3
* xyz 0 1
C -0.779 2.119 -1.686
C -0.452 1.542 -0.684
C -0.058 0.910 0.551
O 0.076 1.565 1.571
C -0.012 -0.603 0.670
C 0.413 -1.497 -0.496
O 0.604 -0.883 1.884
H -1.058 2.649 -2.569
H -1.113 -0.728 0.726
H 0.018 -2.503 -0.318
H 1.492 -1.591 -0.648
H -0.045 -1.134 -1.422
H 0.569 -0.003 2.335
*
```

=====

# 2
A single C5H6O2 molecule in a non-equilibrium geometry. Source: the Open Molecules 2025 dataset; level of theory: the ωB97M-V functional and the def2-TZVPD basis.

**Relative energy (zero: lowest compared OMol25 entry of this formula, charge and spin)**: 5.670 eV
**LUMO**: 0.46 eV
**SMILES string**: C#CC1(O)COC1

Geometry as ORCA input:
```
! wB97M-V def2-TZVPD RIJCOSX def2/J DEFGRID3
* xyz 0 1
C 2.452 -0.865 0.001
C 1.406 -0.102 -0.322
C 0.013 0.382 0.023
O 0.285 1.839 0.186
C -1.058 -0.280 -1.012
O -1.800 -0.718 0.009
C -0.749 -0.493 1.030
H 3.562 -1.024 -0.052
H -0.570 2.225 -0.126
H -1.471 0.545 -1.699
H -0.493 -1.134 -1.328
H -1.150 0.000 1.955
H -0.137 -1.430 1.360
*
```

=====

# 3
3 unconnected molecules or ions with the total composition C5H6O2 in a non-equilibrium geometry. Source: the Open Molecules 2025 dataset; level of theory: the ωB97M-V functional and the def2-TZVPD basis.

**Relative energy (zero: lowest compared OMol25 entry of this formula, charge and spin)**: 4.127 eV
**LUMO**: 0.71 eV

Geometry as ORCA input:
```
! wB97M-V def2-TZVPD RIJCOSX def2/J DEFGRID3
* xyz 0 1
O -1.732 -2.314 -0.181
C -1.026 -1.607 0.357
C -0.301 0.285 2.117
O 0.002 1.337 1.616
C 0.281 1.203 -1.053
C 1.221 0.040 -1.109
C -0.198 0.131 -1.593
H 0.442 -0.502 2.351
H -1.350 0.037 2.379
H 0.165 2.231 -0.754
H 1.458 -0.514 -0.191
H 2.041 0.046 -1.832
H -1.003 -0.371 -2.106
*
```

=====

> relative energy (zero: lowest compared OMol25 entry of this formula, charge and spin) of number 3 (C5H6O2)?

4.127 eV